# C15H22N4

One molecule with the formula C15H22N4 (ωB97M-V/def2-TZVPD, the OMol25 dataset).

Geometry as XYZ:
```
41
C15H22N4 | the OMol25 dataset | ωB97M-V/def2-TZVPD
C -1.869 -3.939 0.563
C -1.920 -3.175 -0.753
C -0.663 -2.325 -0.976
C -0.553 -1.230 0.031
N -1.333 -0.167 -0.039
N -1.020 0.607 1.017
C -1.504 1.957 1.057
C -0.431 2.931 0.531
C 0.185 2.344 -0.709
C -0.524 2.252 -1.902
C 0.059 1.596 -2.971
C 1.328 1.061 -2.816
C 1.959 1.226 -1.594
N 1.405 1.848 -0.569
C -0.013 0.061 1.741
N 0.554 0.697 2.831
C 0.303 -1.152 1.150
C 1.380 -2.095 1.575
C 2.728 -1.689 0.977
H -2.784 -4.510 0.711
H -1.029 -4.631 0.573
H -1.755 -3.248 1.396
H -2.025 -3.881 -1.580
H -2.787 -2.512 -0.758
H -0.713 -1.875 -1.969
H 0.225 -2.958 -0.927
H -1.801 2.228 2.076
H -2.385 1.978 0.412
H 0.358 3.045 1.275
H -0.888 3.900 0.327
H -1.515 2.673 -1.984
H -0.471 1.496 -3.908
H 1.814 0.531 -3.621
H 2.954 0.839 -1.419
H 1.065 0.064 3.429
H -0.080 1.288 3.350
H 1.128 -3.109 1.259
H 1.456 -2.099 2.668
H 3.518 -2.355 1.318
H 2.973 -0.670 1.266
H 2.680 -1.731 -0.109
```

Output
**SMILES**: CCCc1nn(CCc2ccccn2)c(N)c1CC
**HOMO-LUMO gap**: 0.312 hartree
**ΔE to the lowest compared entry with this formula, charge and spin**: 105.9 kJ/mol
**DFT total energy**: -803.80735 Ha
**Multiplicity**: 1